No. 1
The following is a DFT calculation (ωB97M-V/def2-TZVPD) of a structure of composition C5H5NO2 in a non-equilibrium geometry.

The geometry in ORCA input format:
```
! wB97M-V def2-TZVPD RIJCOSX def2/J DEFGRID3
* xyz 0 1
C -1.16162 -0.29983 -0.08962
C -0.65100 0.90102 -0.94492
C 0.71795 1.03720 -0.28258
C -0.02138 -0.46807 0.90121
C 1.16482 -0.38026 -0.06666
H -1.33996 1.70181 -0.76505
H -0.54499 0.76458 -2.02239
H 1.35597 1.83202 -0.65086
H -0.38465 1.51534 1.46699
H -0.22020 -1.04298 1.80394
N 0.38736 0.92041 1.15071
O -2.21236 -0.87080 -0.11803
O 1.97858 -1.12345 -0.50599
*
```

- ΔE to the lowest compared entry with this formula, charge and spin (kcal per mole) = 54.4

Löwdin population analysis, charges in e, atoms 1 to 5: number 1, C, carries -0.333; number 2, C, carries -0.033; number 3, C, carries -0.202; number 4, C, carries -0.126; number 5, C, carries -0.319

***

No. 2
The following is a DFT calculation (ωB97M-V/def2-TZVPD) of an isolated molecule of C5H5NO3 in a non-equilibrium geometry.

The geometry in ORCA input format:
```
! wB97M-V def2-TZVPD RIJCOSX def2/J DEFGRID3
* xyz 0 1
C 0.86820 -1.40408 -1.40619
C 0.49199 0.02502 -1.21248
C -0.10595 0.45412 -0.14001
C -0.58487 -0.14599 1.18509
C -0.53951 1.78789 0.06472
H 1.02190 -1.39437 0.62620
H 0.72437 0.66463 -2.06484
H -1.05674 -1.12686 1.15972
H 0.22418 -0.27489 1.87008
H -0.29336 2.72620 -0.38973
N -1.27996 1.95167 1.10203
O 0.96020 -2.05829 -0.12216
O 1.08558 -2.00513 -2.43760
O -1.51602 0.80009 1.76515
*
```

- SMILES = O=C(O)/C=C1/C=NOC1
- ΔE to the lowest compared entry with this formula, charge and spin (kcal per mole) = 48.6

Löwdin population analysis, charges in e, atoms 1 to 5: number 1, C, carries -0.414; number 2, C, carries 0.039; number 3, C, carries -0.189; number 4, C, carries -0.102; number 5, C, carries -0.093

***

No. 3
The following is a DFT calculation (ωB97M-V/def2-TZVPD) of an isolated molecule of C5H5NO4Si in a non-equilibrium geometry.

The geometry in ORCA input format:
```
! wB97M-V def2-TZVPD RIJCOSX def2/J DEFGRID3
* xyz 0 1
C -3.51012 0.46082 -0.16924
C 2.83739 0.87140 0.09313
C 1.28718 -1.00212 -0.35678
C 0.52085 1.18438 0.23735
C 1.50644 0.36735 0.01456
N -4.63348 0.64478 -0.22998
O 3.29699 1.95529 0.43783
O 0.23485 -1.60647 -0.38231
O -0.75352 1.02103 0.15977
O -1.85748 -1.16004 1.11758
Si -1.84132 -0.29193 -0.24632
H 3.60652 0.15279 -0.31360
H 2.09737 -1.81552 -0.42680
H 0.80744 2.22191 0.56287
H -1.98494 -2.10782 1.18498
H -1.61419 -0.89585 -1.68303
*
```

- SMILES = N#C[Si@H](O)OC=C(C=O)C=O
- ΔE to the lowest compared entry with this formula, charge and spin (kcal per mole) = 0.0

Löwdin population analysis, charges in e, atoms 1 to 5: number 1, C, carries -0.254; number 2, C, carries -0.243; number 3, C, carries -0.184; number 4, C, carries -0.117; number 5, C, carries -0.182

***

No. 4
The following is a DFT calculation (ωB97M-V/def2-TZVPD) of a structure of composition C5H5NO4Zn in a non-equilibrium geometry.

The geometry in ORCA input format:
```
! wB97M-V def2-TZVPD RIJCOSX def2/J DEFGRID3
* xyz 2 1
O -3.32492 0.34421 -2.12166
C -2.27662 0.60641 -1.73954
Zn -0.60613 1.02412 -1.13117
C -0.70642 2.46947 -0.01944
C 0.47592 1.42000 -2.54811
O -0.76935 3.37668 0.67826
O 1.15482 1.66866 -3.43740
C 0.89589 -2.27942 0.89989
C 0.45788 -0.85196 0.74554
N 0.52601 -0.00132 1.79721
O 0.04222 -0.49233 -0.35093
H 1.25079 -2.48869 1.93082
H 1.72292 -2.49270 0.19028
H 0.04389 -2.95524 0.67506
H 0.23489 0.97713 1.72150
H 0.87820 -0.32501 2.70969
*
```

- E (eV) = -63345.3178

Löwdin population analysis, charges in e, atoms 1 to 5: number 1, O, carries 0.305; number 2, C, carries 0.066; number 3, Zn, carries 0.550; number 4, C, carries 0.045; number 5, C, carries 0.067

***

No. 5
The following is a DFT calculation (ωB97M-V/def2-TZVPD) of an isolated molecule of C5H5NOS in a non-equilibrium geometry.

The geometry in ORCA input format:
```
! wB97M-V def2-TZVPD RIJCOSX def2/J DEFGRID3
* xyz 0 1
C -2.64217 -1.20117 0.19528
C 0.81753 -0.46789 0.23268
C -1.87137 -0.08283 0.91428
C -0.54108 -0.06844 0.17078
C 1.64794 0.74820 0.06506
N -2.04585 -1.58316 -0.79500
O 1.15122 -1.59518 0.28089
S -1.39864 1.42256 -0.05034
H -3.65608 -1.40269 0.36852
H -1.97506 0.05937 2.01121
H 1.46349 1.17217 -0.95060
H 2.77118 0.62025 -0.02423
H 1.33097 1.49200 0.83308
*
```

- ΔE to the lowest compared entry with this formula, charge and spin (kcal per mole) = 122.5

Löwdin population analysis, charges in e, atoms 1 to 5: number 1, C, carries -0.279; number 2, C, carries -0.553; number 3, C, carries -0.426; number 4, C, carries -0.480; number 5, C, carries -0.054

***

No. 6
The following is a DFT calculation (ωB97M-V/def2-TZVPD) of an isolated molecule of C5H5NOS in a non-equilibrium geometry.

The geometry in ORCA input format:
```
! wB97M-V def2-TZVPD RIJCOSX def2/J DEFGRID3
* xyz 0 3
C 1.03849 0.74757 -0.03455
C 1.00556 -0.73697 -0.04091
C -1.32396 -0.31472 0.03563
C 2.21881 1.40092 0.02073
C -2.72666 -0.35534 -0.08665
N -0.30732 -1.20925 -0.01268
O 1.96269 -1.47569 -0.06670
S -0.56305 1.33505 -0.02442
H 2.43685 2.47878 0.17626
H 3.22630 0.98092 -0.11183
H -3.15070 0.55602 -0.28373
H -3.27671 -1.25233 0.15631
H -0.54031 -2.15496 0.27255
*
```

- ΔE to the lowest compared entry with this formula, charge and spin (kcal per mole) = 0.0

Löwdin population analysis, charges in e, atoms 1 to 5: number 1, C, carries -0.559; number 2, C, carries -0.541; number 3, C, carries -0.536; number 4, C, carries -0.005; number 5, C, carries 0.024

***

No. 7
The following is a DFT calculation (ωB97M-V/def2-TZVPD) of a structure of composition C5H5NOS2 in a non-equilibrium geometry.

The geometry in ORCA input format:
```
! wB97M-V def2-TZVPD RIJCOSX def2/J DEFGRID3
* xyz 0 1
C -1.92575 0.72237 0.25473
C -2.57787 -0.17527 -0.51294
C -0.22158 -0.42572 -0.41445
C 1.78182 -1.45226 0.79816
C 1.69880 -0.96967 -0.62142
N -0.55406 0.52380 0.26848
O 1.65672 -2.59889 1.17622
S -1.46762 -1.14894 -1.41871
S 2.37535 0.60633 -1.15142
H -2.47765 1.58920 0.59953
H -3.68642 -0.26897 -0.57534
H 2.01205 -0.57894 1.49459
H 1.45861 -1.59366 -1.47541
H 2.51853 1.39239 -0.04900
*
```

- ΔE to the lowest compared entry with this formula, charge and spin (kcal per mole) = 40.0

Löwdin population analysis, charges in e, atoms 1 to 5: number 1, C, carries -0.224; number 2, C, carries -0.421; number 3, C, carries -0.576; number 4, C, carries -0.343; number 5, C, carries -0.481

***

No. 8
The following is a DFT calculation (ωB97M-V/def2-TZVPD) of a cluster of 2 separate species, C5H5NS in total in a non-equilibrium geometry.

The geometry in ORCA input format:
```
! wB97M-V def2-TZVPD RIJCOSX def2/J DEFGRID3
* xyz 0 1
C 4.90351 -0.28404 0.00708
C 3.73720 -0.19606 0.05369
C 1.04985 0.23349 0.11883
C -0.99190 -0.71448 -0.09923
C -1.33298 0.78793 0.02720
N 0.48553 -0.83268 0.06404
S 0.30799 1.79122 -0.03442
H 5.85753 -0.05176 -0.38431
H -1.52359 -1.32472 0.66828
H -1.00793 -1.04872 -1.18434
H -2.18247 1.05479 -0.48319
H -1.57716 0.96329 1.13780
*
```

- ΔE to the lowest compared entry with this formula, charge and spin (kcal per mole) = 182.2

Löwdin population analysis, charges in e, atoms 1 to 5: number 1, C, carries -0.158; number 2, C, carries -0.076; number 3, C, carries -0.464; number 4, C, carries -0.210; number 5, C, carries -0.363

***

No. 9
The following is a DFT calculation (ωB97M-V/def2-TZVPD) of an isolated molecule of C5H5NS2 in a non-equilibrium geometry.

The geometry in ORCA input format:
```
! wB97M-V def2-TZVPD RIJCOSX def2/J DEFGRID3
* xyz 0 1
C -0.65963 1.02457 -0.87572
C -0.73141 0.20132 -3.18759
C -0.30676 -0.28454 -1.10586
C 0.32823 -1.15034 -0.17671
C 0.57377 -0.81664 1.38186
N -0.48820 -0.72059 -2.35912
S 0.72842 -2.63740 -0.66476
S -0.79989 1.80519 -2.41045
H -0.48009 1.55612 -0.00528
H -1.08307 0.12314 -4.16526
H -0.37219 -1.10707 1.86945
H 0.79751 0.27889 1.77205
H 1.35728 -1.47673 1.83167
*
```

- SMILES = CC(=S)c1cscn1
- ΔE to the lowest compared entry with this formula, charge and spin (kcal per mole) = 22.4

Löwdin population analysis, charges in e, atoms 1 to 5: number 1, C, carries -0.315; number 2, C, carries -0.388; number 3, C, carries -0.517; number 4, C, carries -0.733; number 5, C, carries -0.124

***

No. 10
The following is a DFT calculation (ωB97M-V/def2-TZVPD) of an isolated molecule of C5H5NS2 in a non-equilibrium geometry.

The geometry in ORCA input format:
```
! wB97M-V def2-TZVPD RIJCOSX def2/J DEFGRID3
* xyz 0 1
C -0.06996 1.11914 1.17423
C -0.14850 -0.18646 0.82864
C -0.42023 -1.29718 1.74024
C -0.31959 -2.41598 1.00933
C -0.00307 -0.76269 -0.52798
H 0.17952 3.35993 1.11244
H -0.12143 1.35446 2.24792
H -0.66580 -1.23647 2.81095
H -0.41646 -3.45817 1.33670
H 0.02844 -2.73865 -1.08973
N -0.08138 -2.08617 -0.33924
S 0.16375 2.45332 0.13669
S 0.29459 -0.04201 -1.97359
*
```

- SMILES = S=C1NC=C/C1=C/S
- ΔE to the lowest compared entry with this formula, charge and spin (kcal per mole) = 0.8

Löwdin population analysis, charges in e, atoms 1 to 5: number 1, C, carries -0.468; number 2, C, carries -0.328; number 3, C, carries -0.057; number 4, C, carries -0.095; number 5, C, carries -0.813

***

No. 11
The following is a DFT calculation (ωB97M-V/def2-TZVPD) of a cluster of 2 separate species, C5H5NSi in total in a non-equilibrium geometry.

The geometry in ORCA input format:
```
! wB97M-V def2-TZVPD RIJCOSX def2/J DEFGRID3
* xyz 0 1
C 1.93163 1.32163 -1.00703
C -0.82398 -0.49450 1.37970
C -1.76577 -0.06946 0.29356
C 0.53213 -0.43297 1.17335
C -1.14700 0.35846 -0.92395
N 2.76549 2.03819 -1.26973
Si 0.68594 0.08772 -0.62517
H -1.28629 -0.90993 2.32058
H -2.80768 -0.10285 0.37418
H 1.19926 -0.78277 1.88173
H -1.85702 0.58096 -1.75718
H 2.57328 -1.59449 -1.84003
*
```

- ΔE to the lowest compared entry with this formula, charge and spin (kcal per mole) = 67.9

Löwdin population analysis, charges in e, atoms 1 to 5: number 1, C, carries -0.387; number 2, C, carries -0.192; number 3, C, carries -0.151; number 4, C, carries -0.170; number 5, C, carries -0.167

***

No. 12
The following is a DFT calculation (ωB97M-V/def2-TZVPD) of a structure of composition C5H5O3Sc in a non-equilibrium geometry.

The geometry in ORCA input format:
```
! wB97M-V def2-TZVPD RIJCOSX def2/J DEFGRID3
* xyz 2 1
O -0.15667 0.40193 -2.23291
C 0.34202 1.14477 -1.25597
O 1.70340 0.84363 -0.91956
Sc -1.03171 -1.26584 -1.86551
H 0.22431 2.22658 -1.44390
O -1.34186 -2.73996 1.33682
C -1.24711 -1.56483 0.81613
C -0.77346 -0.48384 0.45699
C -0.06618 0.77688 0.31699
C 1.45882 0.71720 0.48842
H -2.25837 -2.98975 1.52792
H -0.58330 1.58570 0.84469
H 1.86299 1.57135 1.04901
H 1.86712 -0.22382 0.88088
*
```

- ΔE to the lowest compared entry with this formula, charge and spin (kcal per mole) = 0.0

Löwdin population analysis, charges in e, atoms 1 to 5: number 1, O, carries -0.100; number 2, C, carries -0.368; number 3, O, carries -0.013; number 4, Sc, carries 1.789; number 5, H, carries 0.191

***

No. 13
The following is a DFT calculation (ωB97M-V/def2-TZVPD) of a structure of composition C5H5O4 in a non-equilibrium geometry.

The geometry in ORCA input format:
```
! wB97M-V def2-TZVPD RIJCOSX def2/J DEFGRID3
* xyz -1 1
C 0.66424 1.65918 -1.08927
C 0.50750 2.37553 0.00117
C 2.18522 -0.40674 -0.08952
C 0.50035 0.39927 -0.27438
C -0.91066 -1.55149 0.36181
O 2.28020 -1.51210 -0.54859
O 2.94054 0.35253 0.44446
O 0.23191 1.24404 0.83892
O -0.59306 -0.57424 -0.57385
H 0.91566 1.86857 -2.15207
H 0.55322 3.29307 0.38829
H -1.41197 -1.18491 1.37255
H -0.06734 -2.16997 0.81209
H -1.52603 -2.27366 -0.16666
*
```

- ΔE to the lowest compared entry with this formula, charge and spin (kcal per mole) = 79.5

Löwdin population analysis, charges in e, atoms 1 to 5: number 1, C, carries -0.018; number 2, C, carries -0.071; number 3, C, carries -0.664; number 4, C, carries -0.313; number 5, C, carries -0.176

***

No. 14
The following is a DFT calculation (ωB97M-V/def2-TZVPD) of a cluster of 2 separate species, C5H5O5 in total in a non-equilibrium geometry.

The geometry in ORCA input format:
```
! wB97M-V def2-TZVPD RIJCOSX def2/J DEFGRID3
* xyz -1 1
C -1.09680 1.30919 2.28210
C -0.90075 0.44805 1.28071
C -0.25615 0.92226 0.08327
C -0.02362 -1.39703 -1.45079
C 1.02044 -0.36773 -0.93854
O -0.33128 -2.26234 -0.61647
O -0.40358 1.98137 -0.47569
O -0.33134 -1.22386 -2.64080
O 1.61391 0.32663 -1.92919
O 1.82581 -0.90695 0.03637
H -1.48072 1.02435 3.24793
H -0.86022 2.35423 2.13931
H -1.11086 -0.60845 1.35055
H 1.04478 0.07668 -2.70441
H 1.29037 -1.67640 0.33565
*
```

- ΔE to the lowest compared entry with this formula, charge and spin (kcal per mole) = 15.6

Löwdin population analysis, charges in e, atoms 1 to 5: number 1, C, carries 0.021; number 2, C, carries -0.124; number 3, C, carries -0.247; number 4, C, carries -0.675; number 5, C, carries -0.411

***

No. 15
The following is a DFT calculation (ωB97M-V/def2-TZVPD) of a structure of composition C5H5OPb in a non-equilibrium geometry.

The geometry in ORCA input format:
```
! wB97M-V def2-TZVPD RIJCOSX def2/J DEFGRID3
* xyz 1 1
C 0.49694 -1.66672 -0.13237
C 0.25926 -2.59209 -1.06523
C -0.60507 -2.12807 0.72415
O -1.38027 -1.22218 1.19517
Pb -0.37145 0.54908 0.62991
H 1.43145 -2.21714 -1.36957
H 0.32680 -3.68523 -1.03716
H -0.57206 -3.08856 1.27229
C -0.11964 2.81946 0.17647
C 0.09465 4.05392 -0.07094
H -0.40631 4.84599 0.50373
H 0.84571 4.33153 -0.82644
*
```

- E (eV) = -12542.8685

Löwdin population analysis, charges in e, atoms 1 to 5: number 1, C, carries -0.343; number 2, C, carries -0.041; number 3, C, carries -0.326; number 4, O, carries -0.302; number 5, Pb, carries 1.532

***

No. 16
The following is a DFT calculation (ωB97M-V/def2-TZVPD) of the ion C5H5S2 with charge -1 in a non-equilibrium geometry.

The geometry in ORCA input format:
```
! wB97M-V def2-TZVPD RIJCOSX def2/J DEFGRID3
* xyz -1 1
C -0.03972 0.86695 0.88674
C -0.41812 1.72359 1.87819
C -0.15676 -0.46547 0.82975
C -2.80395 0.36430 2.03103
C -0.35398 -1.25373 -0.37727
S -3.79379 -0.73004 2.74092
S -1.75761 1.40371 2.91582
H 0.73013 1.52524 0.26843
H -0.13162 2.76647 2.16390
H -0.11966 -0.80758 -1.30248
H 0.19321 -2.22240 -0.49811
H -1.48528 -1.55611 -0.35172
*
```

- ΔE to the lowest compared entry with this formula, charge and spin (kcal per mole) = 115.7

Löwdin population analysis, charges in e, atoms 1 to 5: number 1, C, carries -0.357; number 2, C, carries -0.558; number 3, C, carries -0.123; number 4, C, carries -1.124; number 5, C, carries -0.198

***

No. 17
The following is a DFT calculation (ωB97M-V/def2-TZVPD) of an isolated molecule of C5H6 in a non-equilibrium geometry.

The geometry in ORCA input format:
```
! wB97M-V def2-TZVPD RIJCOSX def2/J DEFGRID3
* xyz 0 1
C -0.14513 -1.57819 1.87791
C 0.60157 -0.54251 1.91286
C -0.17383 -0.75970 0.70403
C -0.49715 -0.37931 -0.49686
C 0.06787 0.95305 -1.07450
H -0.38199 -2.53707 2.33823
H 1.23945 0.10760 2.46793
H -1.31940 -0.74608 -1.02100
H 0.77811 1.47664 -0.27431
H -0.78530 1.73502 -1.19298
H 0.47563 0.94991 -2.14135
*
```

- SMILES = CC=C1C=C1
- ΔE to the lowest compared entry with this formula, charge and spin (kcal per mole) = 68.4

Löwdin population analysis, charges in e, atoms 1 to 5: number 1, C, carries 0.020; number 2, C, carries 0.035; number 3, C, carries -0.258; number 4, C, carries -0.166; number 5, C, carries -0.132